Density functional theory data (wB97M-V/def2-TZVPD) for a gas-phase ion, C18H36FN4O (charge +1).

Its net charge is +1. As for the structure (SMILES): CCCCn1c(N(C)CCCCCCCOC)nc[n+]1[C@@H](F)CC. The multiplicity is 1. The HOMO energy comes out at -11.76 eV.

Last column: Löwdin charge in e.
Cartesian coordinates (Å):
C: 0.65808 -5.29761 2.54738  -0.1006
C: 1.80795 -4.91734 1.61208  -0.2382
C: 1.69496 -3.49716 1.02375  -0.1718
C: 1.76520 -3.49849 -0.50302  -0.1076
N: 1.23705 -2.27059 -1.11919  0.0851
C: -0.02753 -1.81707 -1.32294  -0.2588
N: -1.17401 -2.47121 -1.17489  -0.0554
C: -1.29184 -3.88093 -0.81444  0.0023
C: -2.41241 -1.68904 -1.37641  -0.1499
C: -2.78235 -0.87087 -0.14706  -0.1742
C: -3.88071 0.15411 -0.46905  -0.1905
C: -3.34473 1.56883 -0.68981  -0.2094
C: -2.64178 2.18069 0.51825  -0.2162
C: -2.08367 3.57423 0.23717  -0.1632
C: -0.88023 3.57559 -0.72287  -0.2242
O: 0.33232 3.96310 -0.10452  -0.1878
C: 0.91334 2.99426 0.73960  -0.1125
N: -0.00320 -0.51252 -1.72263  0.1913
C: 1.26302 -0.19093 -1.75129  -0.0652
N: 2.06821 -1.19193 -1.41088  0.0350
C: 3.52002 -1.22182 -1.40467  -0.2629
F: 3.91839 -1.47778 -0.11625  0.0376
C: 4.12340 -2.20353 -2.42771  -0.1518
C: 5.19274 -3.16613 -1.88505  -0.0740
H: 0.35358 -4.45196 3.16718  0.0776
H: -0.21791 -5.64198 1.99394  0.0672
H: 0.94841 -6.10265 3.22094  0.0767
H: 1.86086 -5.64342 0.79397  0.1076
H: 2.75176 -5.01038 2.14903  0.1095
H: 2.49956 -2.86829 1.40410  0.1093
H: 0.75923 -3.02368 1.33602  0.1095
H: 2.79242 -3.59158 -0.84266  0.1057
H: 1.22453 -4.33712 -0.93212  0.1173
H: -0.74268 -4.12536 0.09125  0.0704
H: -0.97648 -4.53284 -1.63100  0.1062
H: -2.34258 -4.07431 -0.61892  0.1021
H: -2.26529 -1.03642 -2.23580  0.1206
H: -3.19448 -2.40396 -1.63163  0.1291
H: -3.07547 -1.53813 0.66733  0.1187
H: -1.87639 -0.35667 0.18033  0.0871
H: -4.64359 0.16264 0.31126  0.1151
H: -4.38682 -0.15776 -1.38891  0.1123
H: -2.67090 1.56559 -1.55496  0.1084
H: -4.18245 2.21927 -0.95912  0.1205
H: -3.34745 2.22006 1.35454  0.1214
H: -1.81325 1.54368 0.84606  0.0883
H: -1.74912 4.03454 1.16929  0.1192
H: -2.87766 4.20908 -0.16446  0.1140
H: -0.75249 2.57648 -1.16900  0.0988
H: -1.02390 4.28228 -1.53946  0.1247
H: 0.42688 2.01760 0.62762  0.0670
H: 1.97384 2.88951 0.49555  0.0823
H: 0.82974 3.29536 1.78760  0.0918
H: 1.64846 0.77871 -2.03365  0.1577
H: 3.79222 -0.18968 -1.62628  0.1624
H: 4.54951 -1.58934 -3.22038  0.1179
H: 3.30856 -2.75837 -2.89468  0.1109
H: 6.19323 -2.81543 -2.12825  0.0825
H: 5.07717 -4.15418 -2.32685  0.0820
H: 5.14074 -3.27183 -0.80327  0.0709

Forces on atoms 1 to 3 (eV/Å):
0.0 0.0 0.0
0.0 0.0 0.0
0.0 0.1 0.0